1.
# C2H4F2Si

A single C2H4F2Si molecule in a non-equilibrium geometry (the ωB97M-V functional and the def2-TZVPD basis, the Open Molecules 2025 dataset).

Calculated values
orbital gap = 10.5 eV
electronic energy = -15449.4314 eV
energy above the lowest of the compared OMol25 structures with the same formula, charge and spin = 437.9 kJ/mol
SMILES string = F/C=C(/F)[SiH3]

```
9
C2H4F2Si | the Open Molecules 2025 dataset | the ωB97M-V functional and the def2-TZVPD basis
F -1.682 -1.075 -0.655
C -0.860 -0.247 -1.330
C 0.184 0.270 -0.710
F 0.989 1.111 -1.390
Si 0.565 0.046 1.337
H -1.158 -0.100 -2.359
H -0.700 0.242 2.030
H 1.090 -1.314 1.461
H 1.572 1.067 1.616
```

Atomic partial charges in e from the Mulliken method, atoms 1 to 2: number 1, F, carries -0.2344; number 2, C, carries -0.0670

2.
# C15H25HfINO4P2S

C15H25HfINO4P2S as an isolated structure in a non-equilibrium geometry (the ωB97M-V functional and the def2-TZVPD basis, the Open Molecules 2025 dataset).

Calculated values
orbital gap (alpha / beta) = 3.2 / 3.2 eV
electronic energy = -64430.7753 eV
net charge = +3

```
50
C15H25HfINO4P2S | the Open Molecules 2025 dataset | the ωB97M-V functional and the def2-TZVPD basis
C -0.004 0.192 -3.201
I 2.807 0.529 -1.874
H 0.729 -0.285 -3.862
H -0.084 1.236 -3.533
H -0.973 -0.285 -3.437
Hf 0.211 0.086 -0.842
P 0.292 2.845 -0.931
C -1.085 3.845 -0.297
C 1.678 3.474 0.070
H 1.751 4.557 -0.096
H 0.839 4.674 -2.421
H 2.608 2.982 -0.242
H 1.401 3.108 -3.088
H -1.326 3.583 0.739
H 1.494 3.261 1.130
C 0.584 3.614 -2.563
H -0.815 4.909 -0.353
H -0.326 3.538 -3.169
H -1.973 3.652 -0.905
P 0.744 -2.436 -1.943
C -0.635 -3.602 -1.652
C 1.302 -2.899 -3.626
H 2.922 -2.513 -0.904
H 2.365 -4.172 -1.321
H 1.688 -3.311 0.111
C 2.062 -3.195 -0.915
H 2.246 -2.388 -3.849
H 1.454 -3.988 -3.689
H -0.457 -4.534 -2.208
H -1.572 -3.145 -1.994
H 0.553 -2.591 -4.365
H -0.721 -3.813 -0.578
C -1.754 0.853 -1.323
O -2.854 1.210 -1.497
O -2.101 2.117 2.324
S -0.828 1.524 2.643
O 0.290 2.372 2.974
N -0.355 0.522 1.351
C -0.318 -0.779 1.668
O 0.003 -1.555 0.666
C -0.647 -1.062 3.043
C -0.748 -2.304 3.687
C -1.178 -2.323 5.008
C -1.518 -1.131 5.670
C -1.419 0.109 5.022
C -0.980 0.119 3.701
H -0.497 -3.205 3.128
H -1.271 -3.271 5.535
H -1.895 -1.169 6.695
H -1.690 1.045 5.510
```

Atomic partial charges in e from the Mulliken method, atoms 1 to 2: number 1, C, carries -1.2706; number 2, I, carries 0.2245

3.
# C4H4OS2

C4H4OS2 as an isolated structure in a non-equilibrium geometry (the ωB97M-V functional and the def2-TZVPD basis, the Open Molecules 2025 dataset).

Calculated values
orbital gap = 8.7 eV
electronic energy = -27926.7381 eV
energy above the lowest of the compared OMol25 structures with the same formula, charge and spin = 330.4 kJ/mol

```
11
C4H4OS2 | the Open Molecules 2025 dataset | the ωB97M-V functional and the def2-TZVPD basis
C 0.149 0.235 0.597
C 1.006 -0.487 -0.401
C 2.056 -0.843 -1.027
C -1.205 0.255 0.026
H 0.119 2.231 0.355
H 0.072 -0.150 1.578
H 2.954 -1.027 -1.769
H -1.596 -2.120 0.534
O 0.665 1.469 0.900
S -2.401 -1.100 0.033
S -1.818 1.537 -0.825
```

Atomic partial charges in e from the Mulliken method, atoms 1 to 2: number 1, C, carries 0.2025; number 2, C, carries -0.3020

4.
# C28H56BrCl28O4P2S

A 15-piece molecular cluster, C28H56BrCl28O4P2S overall in a non-equilibrium geometry (the ωB97M-V functional and the def2-TZVPD basis, the Open Molecules 2025 dataset).

Calculated values
orbital gap = 5.5 eV
electronic energy = -488215.1812 eV
net charge = -1

```
120
C28H56BrCl28O4P2S | the Open Molecules 2025 dataset | the ωB97M-V functional and the def2-TZVPD basis
C 1.211 -3.042 1.642
C 0.559 -3.105 0.475
C -0.661 -3.896 0.162
P -2.266 -2.940 -0.397
C -2.802 -2.908 1.479
C -3.700 -1.814 2.068
C -4.932 -2.419 2.769
O -6.000 -1.458 2.829
C -7.187 -1.866 2.206
C -1.480 -1.165 -0.171
C -2.165 0.184 -0.340
O -1.821 0.796 -1.622
C -2.427 1.960 -1.936
O -2.737 2.177 -3.086
C -2.687 3.009 -0.867
C -1.511 3.374 0.054
C -1.561 -3.128 -2.234
C -1.790 -2.434 -3.566
O -1.109 -2.775 -4.504
Br -3.048 -1.027 -4.065
P -4.408 -2.309 -1.155
S -5.069 -3.655 -2.487
H 1.102 -3.791 2.420
H 1.916 -2.239 1.814
H 0.990 -2.516 -0.334
H -0.416 -4.617 -0.629
H -0.892 -4.551 1.006
H -2.886 -4.244 -0.526
H -3.257 -3.888 1.670
H -1.887 -2.917 2.077
H -3.160 -1.287 2.863
H -4.101 -1.053 1.405
H -5.271 -3.309 2.235
H -4.697 -2.666 3.803
H -8.019 -1.281 2.606
H -7.420 -2.920 2.390
H -7.169 -1.706 1.120
H -0.645 -1.196 -0.872
H -1.132 -1.158 0.861
H -1.702 0.857 0.383
H -3.240 0.297 -0.180
H -2.981 3.904 -1.412
H -3.559 2.747 -0.263
H -1.740 4.351 0.490
H -0.585 3.496 -0.472
H -1.427 2.693 0.895
H -0.483 -3.015 -2.117
H -1.703 -4.186 -2.457
H -5.376 -2.377 -0.133
H -4.575 -1.032 -1.716
C 2.386 2.523 0.974
Cl 1.679 3.610 2.191
Cl 1.163 1.722 -0.006
H 3.012 3.099 0.313
H 2.966 1.765 1.487
C 1.160 -0.062 -4.165
Cl 2.873 0.039 -4.646
Cl 0.959 -0.745 -2.560
H 0.738 0.936 -4.167
H 0.642 -0.701 -4.873
C 6.162 2.176 -0.382
Cl 4.667 2.522 -1.260
Cl 5.886 1.721 1.305
H 6.662 1.354 -0.879
H 6.779 3.066 -0.399
C -4.228 -1.929 7.370
Cl -3.497 -1.198 5.939
Cl -4.777 -3.583 7.062
H -3.491 -1.953 8.163
H -5.083 -1.330 7.662
C 0.065 -1.716 5.491
Cl 1.328 -2.958 5.468
Cl -0.170 -0.963 3.914
H -0.867 -2.178 5.791
H 0.355 -0.950 6.200
C 2.609 3.709 -4.166
Cl 3.743 5.029 -3.817
Cl 1.312 3.617 -2.976
H 2.174 3.882 -5.143
H 3.162 2.775 -4.152
C 1.661 -7.068 -0.543
Cl 2.566 -5.563 -0.370
Cl 0.414 -7.272 0.697
H 1.184 -7.072 -1.516
H 2.355 -7.896 -0.457
C -4.259 -2.365 11.260
Cl -2.954 -3.289 10.509
Cl -4.110 -0.629 10.951
H -5.201 -2.708 10.850
H -4.225 -2.528 12.330
C -6.900 1.421 -0.556
Cl -5.501 0.694 0.236
Cl -6.848 3.191 -0.522
H -6.912 1.094 -1.590
H -7.794 1.093 -0.039
C 5.026 -5.979 -3.883
Cl 5.082 -4.626 -2.754
Cl 4.733 -7.525 -3.069
H 4.220 -5.803 -4.585
H 5.975 -6.041 -4.400
C 5.207 -2.226 0.366
Cl 3.724 -2.212 -0.593
Cl 4.926 -2.554 2.081
H 5.858 -3.001 -0.025
H 5.678 -1.254 0.280
C 6.335 7.505 -4.012
Cl 7.606 6.495 -3.312
Cl 6.715 9.232 -3.871
H 6.234 7.263 -5.065
H 5.411 7.316 -3.478
C 5.431 7.130 -8.616
Cl 4.026 7.501 -9.616
Cl 4.973 6.676 -6.967
H 5.964 6.299 -9.061
H 6.063 8.008 -8.566
C 5.885 9.874 -0.548
Cl 6.168 11.056 0.740
Cl 5.340 8.317 0.085
H 5.121 10.261 -1.211
H 6.811 9.721 -1.086
```

Atomic partial charges in e from the Mulliken method, atoms 1 to 2: number 1, C, carries -0.8882; number 2, C, carries 1.5070

5.
# C31H84O11

A 11-piece molecular cluster, C31H84O11 overall in a non-equilibrium geometry (the ωB97M-V functional and the def2-TZVPD basis, the Open Molecules 2025 dataset).

Calculated values
orbital gap = 10.0 eV
electronic energy = -56029.2542 eV
energy above the lowest of the compared OMol25 structures with the same formula, charge and spin = 257.1 kJ/mol
SMILES string = CC(C)O.CC(C)O.CC(C)O.CC(C)O.CC(C)O.CC(C)O.CC(C)O.CC(C)O.CC(C)O.CCO.CCO

```
126
C31H84O11 | the Open Molecules 2025 dataset | the ωB97M-V functional and the def2-TZVPD basis
C -3.715 0.719 3.221
C -4.291 1.890 4.040
C -4.264 1.574 5.564
O -3.451 2.986 3.803
H -2.669 0.420 3.411
H -3.788 1.064 2.202
H -4.305 -0.185 3.334
H -5.276 2.005 3.639
H -4.679 0.564 5.777
H -4.915 2.251 6.121
H -3.303 1.711 6.050
H -3.770 3.837 4.170
C 4.157 2.763 -2.289
C 4.291 2.487 -0.790
C 5.504 3.363 -0.156
O 3.115 2.858 -0.029
H 4.216 3.834 -2.482
H 3.259 2.382 -2.816
H 4.967 2.229 -2.792
H 4.505 1.471 -0.590
H 5.133 4.354 0.103
H 6.305 3.467 -0.876
H 5.901 2.790 0.751
H 2.437 2.397 -0.516
C -3.840 2.425 -2.993
C -2.693 1.940 -3.801
C -1.466 2.821 -3.841
O -2.345 0.611 -3.378
H -3.553 2.600 -1.959
H -4.746 1.759 -3.149
H -4.173 3.362 -3.364
H -2.966 1.803 -4.862
H -1.662 3.811 -4.192
H -0.703 2.361 -4.487
H -1.108 2.957 -2.772
H -3.158 0.001 -3.372
C 3.095 -1.789 0.005
C 1.936 -2.701 0.272
C 1.279 -3.263 -1.049
O 2.322 -3.780 1.155
H 2.642 -0.927 -0.482
H 3.785 -2.349 -0.708
H 3.638 -1.479 0.841
H 1.175 -2.048 0.826
H 0.565 -2.540 -1.459
H 0.730 -4.167 -0.728
H 2.096 -3.330 -1.792
H 3.158 -3.524 1.649
C -0.805 -3.394 3.377
C 0.326 -2.539 3.927
C 0.162 -2.161 5.375
O 1.563 -3.255 3.876
H -0.980 -4.145 4.097
H -0.499 -3.803 2.447
H -1.701 -2.709 3.222
H 0.458 -1.606 3.388
H -0.723 -1.542 5.474
H 1.024 -1.593 5.840
H 0.003 -3.088 5.969
H 1.662 -3.476 2.927
C 4.862 -2.063 4.134
C 4.273 -0.719 3.898
C 4.746 0.363 4.833
O 4.493 -0.366 2.448
H 4.309 -2.804 3.524
H 4.787 -2.364 5.159
H 5.943 -2.024 3.897
H 3.212 -0.836 3.907
H 4.474 0.137 5.847
H 4.259 1.318 4.603
H 5.836 0.538 4.791
H 4.494 0.654 2.446
C 1.127 0.761 1.257
C 0.460 0.587 -0.031
C -0.931 1.192 -0.007
O 1.180 1.223 -1.121
H 0.666 0.356 2.083
H 1.190 1.812 1.471
H 2.148 0.414 1.098
H 0.362 -0.480 -0.270
H -0.804 2.285 -0.070
H -1.549 0.874 0.869
H -1.489 0.917 -0.932
H 1.054 0.582 -1.880
C 0.387 -0.286 -5.849
C 0.633 -1.176 -4.672
C 2.100 -1.508 -4.525
O 0.335 -0.663 -3.392
H -0.475 0.344 -5.754
H 0.328 -0.842 -6.847
H 1.210 0.522 -5.942
H 0.119 -2.112 -4.889
H 2.253 -2.282 -3.776
H 2.559 -0.607 -4.144
H 2.567 -1.647 -5.494
H -0.618 -0.461 -3.313
C -1.083 4.605 2.157
C -2.371 5.314 1.572
C -3.057 4.431 0.606
O -3.283 5.739 2.595
H -0.949 4.991 3.137
H -0.312 4.818 1.438
H -1.261 3.519 2.207
H -1.998 6.285 1.068
H -3.931 4.931 0.188
H -3.407 3.436 1.077
H -2.425 4.125 -0.228
H -3.270 6.691 2.698
C -0.492 -4.737 -3.735
C -1.290 -5.164 -4.923
O -2.645 -4.625 -4.723
H -0.720 -5.417 -2.912
H -0.718 -3.727 -3.390
H 0.602 -4.662 -3.927
H -1.339 -6.216 -5.091
H -0.928 -4.694 -5.823
H -3.217 -4.931 -5.409
C -2.993 -2.746 -1.406
C -4.216 -1.987 -1.792
O -4.071 -1.478 -3.180
H -2.832 -3.681 -2.038
H -3.042 -3.048 -0.384
H -2.114 -2.076 -1.608
H -4.207 -1.047 -1.276
H -5.109 -2.624 -1.644
H -3.683 -2.134 -3.740
```

Atomic partial charges in e from the Mulliken method, atoms 1 to 2: number 1, C, carries -1.1238; number 2, C, carries 0.3862

6.
# C4H10N3OS

An isolated ion of composition C4H10N3OS and charge +1 in a non-equilibrium geometry (the ωB97M-V functional and the def2-TZVPD basis, the Open Molecules 2025 dataset).

Calculated values
orbital gap = 10.5 eV
electronic energy = -21656.4440 eV
energy above the lowest of the compared OMol25 structures with the same formula, charge and spin = 0.0 kJ/mol
net charge = +1
SMILES string = C[C@H]1NC(NS)=[NH+]CO1

```
19
C4H10N3OS | the Open Molecules 2025 dataset | the ωB97M-V functional and the def2-TZVPD basis
C 2.001 -0.091 0.646
C 1.217 -0.527 -0.577
N -0.103 -1.062 -0.173
C -1.129 -0.169 -0.101
N -2.189 -0.446 0.653
S -2.462 -1.933 1.467
N -1.090 0.956 -0.821
C 0.254 1.520 -1.141
O 1.089 0.495 -1.548
H 2.947 0.355 0.338
H 2.212 -0.967 1.261
H 1.442 0.614 1.269
H 1.728 -1.346 -1.080
H -0.361 -1.902 -0.682
H -2.958 0.213 0.662
H -1.664 -1.654 2.509
H -1.703 1.680 -0.453
H 0.633 2.048 -0.260
H 0.136 2.217 -1.967
```

Atomic partial charges in e from the Mulliken method, atoms 1 to 2: number 1, C, carries -1.1518; number 2, C, carries 0.0353